Entry from the OMol25 dataset: a cluster of 2 separate species, C6H12O in total (ωB97M-V/def2-TZVPD).

```
19
Properties=species:S:1:pos:R:3:mulliken_charge:R:1
H 2.59 -0.27 3.03 0.2907
H -0.53 1.38 -3.52 0.2707
C -0.85 1.75 -2.55 -1.1677
C 1.51 -0.31 2.92 -1.0698
H -1.35 0.00 -1.29 0.3065
H -1.90 2.01 -2.67 0.3242
H -0.35 2.75 -2.45 0.3075
H -0.74 -2.51 -0.93 0.3296
H 1.02 1.77 -0.74 0.2979
C 1.12 0.57 1.76 -0.2093
H 1.39 1.62 1.79 0.3395
H -0.06 -0.84 0.61 0.2426
O -1.50 -2.98 -0.58 -0.6431
H -2.11 -3.09 -1.32 0.3163
C 0.52 0.07 0.67 -0.2337
C 0.37 0.92 -0.51 -0.3052
H 0.95 0.00 3.81 0.2917
H 1.30 -1.35 2.70 0.3020
C -0.66 0.83 -1.37 0.0097
```

Summary:
highest occupied orbital energy = -8.32 eV
HOMO-LUMO gap = 9.21 eV
multiplicity = 1
energy above the lowest of the compared OMol25 structures with the same formula, charge and spin = 1.668 eV

Entry from the OMol25 dataset: an isolated molecule of C6H12O (ωB97M-V/def2-TZVPD).

```
19
Properties=species:S:1:pos:R:3:mulliken_charge:R:1
H -0.92 0.48 0.90 0.0533
C -1.81 1.49 -0.78 -1.3791
C 1.37 -1.03 0.08 -0.2802
H 1.67 -1.74 2.10 0.3486
C 1.10 0.28 -0.74 -0.4541
H 1.18 1.16 -0.08 0.3124
H -2.03 1.29 -1.84 0.3586
C -0.23 -0.23 -1.07 -0.6976
H 2.57 -0.25 1.72 0.3360
H 0.49 -1.70 -0.02 0.2678
H -2.74 1.77 -0.28 0.3534
H 0.82 -0.20 2.01 0.2589
H -2.26 -1.29 -0.74 0.3951
H 1.79 0.38 -1.58 0.3088
C -1.27 0.21 -0.11 0.6822
H -1.10 2.31 -0.72 0.3539
C 1.62 -0.79 1.56 -1.1506
O -2.28 -0.76 0.07 -0.5222
H 2.17 -1.58 -0.40 0.4550
```

Summary:
highest occupied orbital energy = -8.54 eV
HOMO-LUMO gap = 9.36 eV
multiplicity = 1
energy above the lowest of the compared OMol25 structures with the same formula, charge and spin = 3.751 eV

Entry from the OMol25 dataset: an isolated molecule of C6H12O (ωB97M-V/def2-TZVPD).

```
19
Properties=species:S:1:pos:R:3:mulliken_charge:R:1
H -1.58 2.76 -0.80 0.3495
H -0.89 -2.01 0.77 0.3576
O -0.86 0.16 -1.11 -0.4244
C -0.17 1.18 -0.41 0.4957
H 1.91 -1.16 -0.08 0.3930
H 0.58 1.62 -1.10 0.2446
H -0.36 -1.75 -1.65 0.3608
H 0.49 -3.08 0.43 0.3802
C 0.20 -2.11 0.84 -1.6294
H 0.48 -2.08 1.89 0.3917
H -0.03 0.33 1.59 0.3262
H -1.92 1.82 0.67 0.3572
C -1.13 2.25 0.05 -1.5012
C 0.59 0.42 0.69 -0.9674
H -0.59 3.00 0.65 0.3593
C 0.84 -0.97 0.05 0.6146
C 0.13 -0.83 -1.32 -0.7498
H 0.81 -0.49 -2.12 0.3145
H 1.51 0.93 0.97 0.3275
```

Summary:
highest occupied orbital energy = -9.76 eV
HOMO-LUMO gap = 10.90 eV
multiplicity = 1
energy above the lowest of the compared OMol25 structures with the same formula, charge and spin = 0.351 eV

Entry from the OMol25 dataset: a cluster of 2 separate species, C6H12O in total (ωB97M-V/def2-TZVPD).

```
19
Properties=species:S:1:pos:R:3:mulliken_charge:R:1
H -1.31 2.05 1.07 0.3227
C 1.39 1.15 1.13 -0.4322
H 3.31 0.82 0.15 0.3405
H 2.21 -0.35 -0.20 0.2793
O 0.40 -2.05 -2.74 -0.6545
H 1.25 2.23 1.01 0.2869
H 1.98 1.25 -0.99 0.3163
C -2.31 -0.99 -0.10 -0.8723
C 0.08 0.44 1.12 -0.2857
H -3.22 -1.57 -0.22 0.2841
H -3.12 0.86 0.03 0.2864
H -0.03 -2.91 -2.87 0.3129
H -0.08 -1.68 -1.98 0.3407
C -1.13 0.99 0.88 -0.3069
H 0.11 -0.61 1.39 0.3736
H 1.91 0.98 2.08 0.3207
C -2.19 0.31 0.15 0.0091
H -1.48 -1.65 0.17 0.1834
C 2.24 0.74 -0.07 -1.1051
```

Summary:
highest occupied orbital energy = -8.44 eV
HOMO-LUMO gap = 8.83 eV
multiplicity = 1
energy above the lowest of the compared OMol25 structures with the same formula, charge and spin = 2.413 eV

Entry from the OMol25 dataset: a cluster of 2 separate species, C6H12O in total (ωB97M-V/def2-TZVPD).

```
19
Properties=species:S:1:pos:R:3:mulliken_charge:R:1
H 1.73 0.22 2.58 0.2745
H 0.24 1.71 -2.36 0.3955
C -0.31 1.15 -1.60 -1.3442
H 0.25 1.54 1.11 0.3415
H -2.33 -0.61 -0.50 0.2644
C 0.57 0.32 -0.69 -0.3358
O 0.36 -1.81 1.01 -0.5840
H -1.71 -0.09 1.10 0.2528
C -0.40 -1.46 0.08 0.1742
H -1.00 0.48 -2.13 0.3212
H 1.33 -0.29 -1.17 0.4752
H -0.27 -1.90 -0.93 0.3996
H 1.53 1.30 -0.23 0.2239
C -1.78 -0.93 0.40 -0.9967
H 2.44 -0.66 1.11 0.2551
C 1.72 0.04 1.51 -0.7790
H -2.36 -1.72 0.89 0.3417
H -0.91 1.85 -1.03 0.3186
C 0.93 0.81 0.69 0.0016
```

Summary:
highest occupied orbital energy = -7.57 eV
HOMO-LUMO gap = 8.36 eV
multiplicity = 1
energy above the lowest of the compared OMol25 structures with the same formula, charge and spin = 4.762 eV

Entry from the OMol25 dataset: a cluster of 2 separate species, C6H12O in total (ωB97M-V/def2-TZVPD).

```
19
Properties=species:S:1:pos:R:3:mulliken_charge:R:1
H -1.67 6.84 0.26 0.3039
H 0.54 2.18 -0.07 0.2299
H 2.29 1.49 0.39 0.2536
H 0.40 -3.54 1.23 0.2579
C 1.18 -1.05 -0.47 -0.0782
H -1.53 -4.91 0.63 0.2517
H 1.89 2.21 -1.34 0.2438
H -0.32 6.65 0.84 0.3173
H 0.14 0.34 -1.74 0.2787
C -1.53 -3.72 0.59 -1.0161
H -2.14 -3.26 -0.22 0.2979
H -0.57 -1.89 -1.26 0.2178
H 2.21 -1.35 0.10 0.2157
H -1.92 -3.37 1.52 0.2645
C 1.43 1.58 -0.46 -0.8785
C 0.91 0.24 -0.96 -0.2127
C 0.17 -2.11 -0.51 -0.3111
O -1.25 6.79 1.07 -0.6214
C -0.24 -3.12 0.40 -0.0145
```

Summary:
highest occupied orbital energy = -7.88 eV
HOMO-LUMO gap = 8.61 eV
multiplicity = 1
energy above the lowest of the compared OMol25 structures with the same formula, charge and spin = 3.450 eV